This record from the Open Molecules 2025 dataset describes C46H42OP2S2SiV as an isolated structure at a distorted geometry. The level of theory is ωB97M-V/def2-TZVPD.

Each line ends with the Mulliken charge.
CARTESIAN COORDINATES (ANGSTROEM)
V -0.438562 -0.167300 -0.736929  0.3206
C 2.813546 2.518841 -1.742715  -1.6914
Si 1.993697 1.005841 -0.901122  1.1343
C 1.833963 1.450819 0.984728  1.6641
C 2.615035 0.925074 2.018606  -0.7724
C 2.271242 1.085979 3.350896  -0.6566
C 1.122460 1.784085 3.696040  -1.1625
C 0.352470 2.350838 2.697379  0.2968
C 0.707119 2.201368 1.359234  -1.4520
P -0.205252 3.091518 0.020311  -0.1276
C -1.925167 2.206624 -0.025619  1.1182
C -3.003376 0.452640 1.300652  -0.8929
C -3.910836 0.001621 0.436568  -0.1667
C -3.941772 0.114342 -1.009783  -0.3286
C -3.032985 0.754505 -1.782673  -0.5614
C -1.873418 1.520465 -1.380642  -0.7626
C -0.166640 4.766731 0.886950  0.7378
C -1.136111 5.767117 0.937833  -0.3572
C -0.864123 7.033171 1.446920  -0.9162
C 0.397466 7.357101 1.906884  -0.4299
C 1.394401 6.388612 1.836063  -0.6846
C 1.115765 5.134213 1.336033  -0.5209
C 3.498465 -0.212205 -0.726163  0.1570
C 4.825682 0.181792 -0.933952  -0.6205
C 5.891121 -0.662297 -0.672488  -0.8201
C 5.660614 -1.939880 -0.176828  -0.8042
C 4.362125 -2.364442 0.024196  -0.4271
C 3.286916 -1.524515 -0.257692  0.1441
P 1.520587 -2.106923 -0.181686  1.1886
C 1.680616 -3.322898 -1.563090  0.9947
C 1.358474 -2.894029 -2.842567  -0.5815
C 1.563344 -3.718541 -3.937906  -0.8525
C 2.100816 -4.985816 -3.766624  -0.5318
C 2.433640 -5.422075 -2.489522  -0.8900
C 2.228041 -4.592623 -1.400060  -0.2661
C 1.499284 -3.175017 1.306547  0.4452
C 0.736483 -4.340231 1.346574  -0.1981
C 0.649896 -5.083529 2.511777  -0.8348
C 1.307750 -4.668575 3.661004  -0.6001
C 2.054256 -3.497696 3.636550  -0.6986
C 2.146897 -2.760115 2.468347  -0.6694
H 3.593143 2.989215 -1.145516  0.3865
H 2.044320 3.263915 -1.945747  0.2789
H 3.254357 2.216796 -2.690524  0.4386
H 3.511218 0.365466 1.775462  0.6704
H 2.893410 0.650677 4.125884  0.3696
H 0.833140 1.888520 4.735296  0.3692
H -0.534218 2.920079 2.954472  0.4014
H -3.087092 0.268487 2.366234  0.2716
H -4.727464 -0.547965 0.894135  0.1238
H -4.692041 -0.482906 -1.514763  0.0884
H -3.140560 0.608066 -2.854522  0.3813
H -1.441822 2.146822 -2.166079  0.4418
H -2.134632 5.585752 0.575251  0.1401
H -1.658414 7.771124 1.477208  0.3959
H 0.606380 8.341507 2.304393  0.3436
H 2.398638 6.614518 2.174974  0.3979
H 1.916134 4.408803 1.288015  0.2762
H 5.027891 1.180892 -1.292549  0.3022
H 6.906552 -0.322530 -0.842791  0.3696
H 6.489392 -2.602668 0.039402  0.3812
H 4.179786 -3.366140 0.397432  0.2785
H 0.912755 -1.915000 -2.977650  0.3073
H 1.262930 -3.373064 -4.916829  0.4229
H 2.247755 -5.637969 -4.619440  0.3516
H 2.847787 -6.412469 -2.343691  0.4028
H 2.492281 -4.947023 -0.410166  0.3238
H 0.184342 -4.639527 0.465205  0.5405
H 0.048153 -5.983410 2.527255  0.4124
H 1.229340 -5.247847 4.573857  0.3583
H 2.558266 -3.153053 4.530384  0.4235
H 2.721602 -1.840981 2.455692  0.1559
S -1.464693 -2.248520 -0.109910  -0.1912
C -2.787784 -2.813533 -1.080906  0.5126
C -3.818872 -3.581962 -0.558510  -0.5828
C -4.854453 -4.038906 -1.366461  -0.5972
C -4.841776 -3.707696 -2.717119  -0.5358
C -3.806586 -2.941646 -3.236833  -0.5038
C -2.750664 -2.479056 -2.447054  -0.0716
S -1.440875 -1.522328 -3.113365  -0.2962
H -3.804251 -3.810057 0.501055  0.4098
H -5.656879 -4.634886 -0.947168  0.3365
H -5.643726 -4.046038 -3.366460  0.3215
H -3.799835 -2.682196 -4.290282  0.3592
C -4.455677 2.947946 0.660096  -2.0255
C -3.019950 3.285620 0.242146  0.7861
C -3.118070 4.134635 -1.029494  -1.7675
O -1.850440 1.145730 0.988701  0.2912
H -4.991268 3.898552 0.747170  0.5920
H -4.506134 2.447443 1.623743  0.3464
H -4.956730 2.330461 -0.079838  0.2466
H -2.632385 3.898199 1.065313  0.2443
H -3.585851 3.539006 -1.811617  0.4539
H -2.145512 4.457296 -1.404407  0.4460
H -3.734845 5.019260 -0.851119  0.4964

Cartesian forces, eV/Å:
-0.01 -0.44 -1.44
-0.18 -0.03 0.06
-0.15 -0.11 0.16
-0.12 0.13 -0.14
0.09 -0.06 -0.02
0.01 -0.02 0.11
0.02 -0.02 0.12
-0.08 0.06 -0.09
-0.05 0.05 0.00
0.02 -0.03 0.02
0.16 -0.01 -0.28
-0.06 -0.11 -0.05
-0.08 -0.10 -0.18
-0.17 -0.07 0.23
0.15 0.25 -0.06
0.04 0.12 0.43
0.05 -0.09 -0.05
-0.15 0.04 -0.06
0.00 0.08 0.03
0.04 -0.06 -0.01
0.00 0.17 0.06
-0.04 -0.17 -0.07
-0.17 -0.18 0.11
-0.14 -0.04 0.03
0.09 -0.07 0.03
0.18 0.07 -0.03
-0.18 -0.07 0.02
-0.13 0.17 0.02
0.20 0.31 -0.36
0.05 0.03 0.26
0.10 0.29 -0.02
0.04 -0.17 0.02
-0.05 0.06 0.01
-0.01 -0.03 -0.11
0.01 -0.08 0.15
0.06 0.10 -0.04
-0.11 0.04 -0.07
-0.02 -0.04 0.08
0.04 0.03 0.02
-0.05 -0.11 0.07
0.07 0.12 -0.11
0.14 0.07 0.15
0.01 0.03 -0.03
0.07 -0.06 -0.21
0.03 -0.02 -0.02
0.01 -0.01 0.01
0.00 0.00 0.01
0.00 0.00 0.00
0.04 0.01 -0.02
-0.01 -0.03 0.02
-0.05 0.02 0.05
-0.02 0.08 0.10
-0.05 -0.17 0.11
0.06 0.08 0.00
-0.01 -0.01 -0.01
0.02 0.05 0.02
0.01 0.00 0.00
0.06 -0.07 0.00
0.03 0.13 -0.05
0.04 0.01 -0.01
0.04 -0.03 0.01
-0.01 -0.01 0.00
0.21 -0.20 0.01
0.01 0.03 -0.08
0.01 -0.01 -0.02
0.02 -0.03 0.02
0.00 0.00 -0.05
0.01 -0.01 0.03
-0.02 -0.02 -0.01
0.00 0.00 0.00
0.02 0.01 0.04
-0.01 -0.03 0.01
-0.19 -0.68 1.52
0.40 0.34 -0.15
-0.15 -0.09 0.03
0.09 0.08 -0.06
-0.08 -0.06 0.04
0.04 0.05 -0.28
-0.03 0.03 -0.36
-0.20 0.18 -0.10
0.01 0.01 0.02
-0.03 -0.01 0.01
0.02 0.02 -0.02
-0.03 -0.02 -0.01
0.04 -0.08 0.07
0.11 0.06 0.11
0.03 0.04 0.06
0.05 0.40 0.38
-0.04 0.07 0.00
-0.01 0.01 -0.03
-0.05 -0.03 -0.01
-0.11 -0.16 -0.10
-0.04 -0.04 -0.06
0.03 0.02 0.00
-0.02 0.06 0.00

Results
⟨S²⟩: 3.7746
Total charge: -2
Orbital gap (spin up / spin down): 4.9 / 5.3 eV
2S+1: 4
Relative energy (zero: lowest compared OMol25 entry of this formula, charge and spin): 49.0 kcal per mole


This record from the Open Molecules 2025 dataset describes the molecule C4H7NO at a distorted geometry. The level of theory is ωB97M-V/def2-TZVPD.

Each line ends with the Mulliken charge.
CARTESIAN COORDINATES (ANGSTROEM)
C 1.810055 -0.850415 0.282636  -1.1758
C 0.482861 -0.306388 -0.267296  -0.0315
O -0.507680 -0.464244 0.704791  -0.3052
C -1.647220 0.127590 0.297570  -0.2192
C -1.185857 1.722837 -0.379071  0.1603
N -1.428847 2.803937 -0.752804  -0.4387
H 1.845378 -1.951194 0.390836  0.2920
H 2.625473 -0.576859 -0.389100  0.3591
H 2.015816 -0.432153 1.272764  0.3060
H 0.189665 -0.795698 -1.213405  0.2909
H 0.233295 0.891824 -0.506484  0.1810
H -2.336505 0.152329 1.159446  0.2999
H -2.096434 -0.321565 -0.599885  0.2812

Cartesian forces, eV/Å:
-0.08 0.44 -0.18
0.03 1.05 -0.44
-0.22 -0.26 0.16
0.16 1.52 -0.62
-2.70 -0.25 1.05
0.72 -1.66 0.48
-0.44 0.52 -0.23
-0.02 0.05 0.06
-0.05 0.07 -0.21
0.10 -0.01 0.23
2.27 -2.29 0.18
0.20 0.67 -0.68
0.05 0.16 0.20

Results
Orbital gap: 11.1 eV
2S+1: 1
Relative energy (zero: lowest compared OMol25 entry of this formula, charge and spin): 76.8 kcal per mole


This record from the Open Molecules 2025 dataset describes a 6-piece molecular cluster, C38H36BF5N2O2 overall at a distorted geometry. The level of theory is ωB97M-V/def2-TZVPD.

Each line ends with the Mulliken charge.
CARTESIAN COORDINATES (ANGSTROEM)
C 1.667333 -1.074001 -2.835973  -0.6556
C 2.174712 0.287264 -3.520475  -0.4623
B 1.011774 1.453796 -3.590495  0.2404
C 1.558639 2.989887 -3.465536  -0.4748
O 0.534082 3.974146 -3.135446  -0.0405
N 0.424577 4.880439 -4.148126  0.0814
O 0.422321 5.972362 -3.660608  -0.3167
C -0.577286 1.076206 -3.813147  0.3620
C -1.518917 1.610108 -2.718740  -0.0882
C -3.051529 1.307125 -2.928725  -0.4018
C -3.293967 0.505030 -4.247740  -0.3924
C -2.206005 0.014868 -5.216773  -0.3021
N -0.839806 0.314625 -4.979625  -0.3841
H 0.909488 -1.636523 -3.501265  0.2569
H 1.288201 -0.938614 -1.764762  -0.0097
H 2.585224 -1.778092 -2.774267  0.3115
H 3.032051 0.686278 -2.851286  0.2706
H 2.543886 0.112822 -4.589833  0.2633
H 2.023777 3.244207 -4.494995  0.3868
H 2.449176 2.986240 -2.732245  0.2340
H -1.146464 2.217763 -1.819094  0.1542
H -3.869517 1.657823 -2.225736  0.4104
H -4.383181 0.256092 -4.516831  0.2643
H -2.531639 -0.593443 -6.129955  0.3045
F 0.202301 -0.302139 0.107830  -0.3112
C 1.209115 -0.115839 0.977213  0.2324
C 1.497219 1.165581 1.419062  -0.4425
C 2.537108 1.358935 2.324230  -0.3329
C 3.282809 0.268835 2.767533  -0.9044
C 2.987144 -1.013323 2.312483  -0.2957
C 1.940810 -1.208257 1.416488  -0.2155
H 0.910945 2.002474 1.056287  0.5467
H 2.765852 2.354142 2.681937  0.5483
H 4.096174 0.420617 3.469908  0.3986
H 3.571471 -1.860519 2.655799  0.3486
H 1.690792 -2.200464 1.058502  0.4527
F 2.686728 -4.565618 -1.183290  -0.3671
C 1.514866 -5.014579 -1.662844  0.2265
C 0.414845 -5.077765 -0.822425  0.0213
C -0.800248 -5.537487 -1.319135  -0.5872
C -0.898730 -5.939202 -2.648918  -0.4439
C 0.213853 -5.876217 -3.483061  -0.4257
C 1.426415 -5.406065 -2.989396  -0.3610
H 0.512720 -4.768447 0.212014  0.3841
H -1.668935 -5.583441 -0.671263  0.3736
H -1.845976 -6.301978 -3.034909  0.3768
H 0.136657 -6.193226 -4.517611  0.3867
H 2.300395 -5.341817 -3.626927  0.4286
F 2.962839 -3.975714 4.778648  -0.2918
C 2.834842 -5.165371 4.169930  0.4225
C 2.597704 -6.298352 4.932360  -0.4729
C 2.460140 -7.530219 4.300596  -0.3752
C 2.572011 -7.616296 2.914742  -0.5569
C 2.815286 -6.472345 2.160157  -0.3506
C 2.941940 -5.238811 2.790219  -0.2922
H 2.521957 -6.213031 6.010093  0.4081
H 2.266731 -8.422054 4.886906  0.3646
H 2.468866 -8.578333 2.423089  0.3729
H 2.906291 -6.541238 1.081143  0.3757
H 3.122757 -4.336578 2.217200  0.3759
F 2.345606 4.397310 2.584251  -0.3753
C 1.073679 4.644997 2.940504  0.4863
C 0.349287 3.668085 3.608020  -0.3032
C -0.965069 3.927585 3.980041  -0.4423
C -1.544441 5.155581 3.671527  -0.7471
C -0.810342 6.127130 2.997137  -0.4922
C 0.508413 5.873133 2.634109  -0.5614
H 0.812802 2.715205 3.832395  0.5128
H -1.538123 3.173458 4.509079  0.4041
H -2.571857 5.354819 3.958649  0.6827
H -1.265032 7.081522 2.754068  0.3885
H 1.097801 6.620725 2.116314  0.4289
F -5.675885 5.149915 3.075044  -0.3088
C -5.333489 4.779090 1.830944  0.2395
C -6.230502 4.971554 0.792044  -0.3778
C -5.873295 4.591930 -0.497469  -0.6072
C -4.627294 4.014357 -0.731601  -0.3687
C -3.736582 3.821213 0.320693  -0.4351
C -4.089407 4.210943 1.608726  -0.2653
H -7.198443 5.414957 0.994658  0.4159
H -6.564510 4.745200 -1.319222  0.3725
H -4.351572 3.715058 -1.737599  0.4925
H -2.767925 3.367509 0.137954  0.4253
H -3.406440 4.076456 2.436823  0.4055

Cartesian forces, eV/Å:
0.93 -0.90 -0.64
-0.61 0.35 0.87
0.22 -0.65 -0.26
0.52 -1.49 -0.78
1.13 -1.30 0.56
0.58 2.54 1.02
-0.64 -1.13 -1.38
-0.62 0.76 1.22
-2.86 -1.91 -2.96
4.41 -1.46 -3.36
1.16 0.60 0.98
-0.27 2.09 3.30
-3.47 0.81 2.12
0.96 1.11 1.22
0.36 -0.07 -1.78
-1.45 1.02 0.03
-1.07 -0.58 -1.36
-0.31 0.09 1.46
-0.71 -0.34 1.45
-1.55 0.61 -0.84
-0.49 -1.07 -1.69
1.17 -0.68 -1.14
1.87 0.38 0.46
0.80 1.06 1.48
-0.21 0.01 -0.06
0.64 0.13 0.58
-0.08 0.08 -0.10
0.12 -0.46 -0.05
-0.02 0.00 -0.01
-0.11 0.26 -0.06
-0.05 -0.15 -0.08
-0.01 -0.04 0.02
0.02 -0.21 -0.13
-0.09 -0.02 -0.08
-0.10 0.07 -0.02
-0.01 0.06 -0.04
0.16 0.06 0.10
-0.76 -0.27 -0.33
0.08 0.09 0.19
0.19 -0.04 -0.28
-0.05 -0.01 0.02
-0.06 0.08 0.30
0.19 0.02 -0.07
0.02 -0.01 -0.05
0.12 0.01 -0.03
0.11 0.04 0.04
0.04 0.06 0.10
-0.02 0.01 0.07
0.02 0.14 0.06
-0.09 -0.70 -0.35
-0.02 0.04 0.18
0.07 0.22 -0.28
-0.02 -0.05 0.03
-0.05 -0.08 0.24
0.02 0.18 -0.05
0.00 0.04 -0.07
0.03 0.11 -0.03
0.01 0.11 0.05
-0.01 0.06 0.10
0.02 -0.04 0.04
0.17 0.18 -0.05
-0.94 0.20 0.27
0.17 -0.14 0.04
0.06 0.31 -0.16
0.03 0.04 0.10
0.06 -0.28 0.10
0.14 0.07 -0.11
-0.04 0.09 0.02
0.09 0.04 -0.05
0.14 0.04 0.02
0.08 -0.09 0.02
-0.01 -0.07 0.01
-0.02 0.04 0.16
0.21 -0.23 -0.79
-0.16 0.10 0.06
0.27 -0.10 0.18
-0.03 0.00 -0.03
-0.30 0.12 -0.05
0.01 -0.07 0.14
0.07 -0.01 0.02
0.04 -0.01 0.11
-0.02 0.12 0.10
-0.07 0.07 0.07
-0.10 -0.05 -0.11

Results
Orbital gap: 9.1 eV
2S+1: 1